Below is a 2-piece molecular cluster, H4O2 overall, with properties calculated with ωB97M-V/def2-TZVPD.

Properties
LUMO = 0.6 eV
Largest force on an atom = 5.096 eV/Å
HOMO level = -11.37 eV
Kohn-Sham gap = 0.441 Ha
Structure (SMILES) = O.O

Structure (XYZ):
```
6
H4O2 | OMol25 | ωB97M-V/def2-TZVPD
H -0.83233 0.43099 0.09400
O -1.64713 0.07449 0.00423
O 1.53787 -0.11234 -0.08162
H -1.52281 -0.89350 -0.13491
H 1.48386 -0.09899 0.83810
H 1.74540 0.86435 -0.17813
```